(P)
Below is a cluster of 2 separate species, C4H7NO in total, with properties calculated with ωB97M-V/def2-TZVPD.

Last column: Löwdin charge in e.
Geometry (Å):
C (1.59349, 1.08131, -0.04892)  -0.066
C (0.82328, 0.26630, -1.04709)  -0.368
C (-1.13359, -1.71133, 0.28764)  -0.038
N (-1.47015, -0.56147, 0.71863)  -0.142
C (-1.61113, 0.61254, 1.03893)  0.057
O (-0.13018, 0.66644, -1.67253)  0.017
H (2.53114, 1.41210, -0.51394)  0.083
H (1.00509, 1.94707, 0.25989)  0.073
H (1.85483, 0.47185, 0.82263)  0.079
H (1.18769, -0.77487, -1.19084)  0.110
H (-1.04907, -1.86082, -0.78424)  0.075
H (-0.96265, -2.52213, 0.98690)  0.071
H (-2.63875, 0.97302, 1.14294)  0.049

Values from the calculation:
Frontier orbital gap ... 9.37 eV
HOMO ... -8.332 eV
Lowest unoccupied orbital energy ... 1.0373 eV
Total charge ... 0

=====

(Q)
Below is a structure of composition C4H7NO, with properties calculated with ωB97M-V/def2-TZVPD.

Last column: Löwdin charge in e.
Geometry (Å):
O (-1.47474, -0.79775, 1.12933)  -0.025
C (-1.08206, -0.11883, -0.03835)  -0.393
C (-0.22233, 1.14575, 0.12138)  -0.125
N (0.96873, 0.64796, -0.64870)  -0.040
C (1.24998, -0.68578, -0.11557)  -0.205
C (-0.00521, -0.81182, -0.92029)  -0.019
H (-0.70619, -1.25306, 1.49622)  0.080
H (-2.00820, 0.06433, -0.58692)  0.135
H (0.05759, 1.40799, 1.14706)  0.122
H (-0.62950, 2.02916, -0.37528)  0.116
H (1.22340, -0.71375, 0.97403)  0.112
H (2.15492, -1.12677, -0.52765)  0.108
H (0.47361, 0.21255, -1.65525)  0.133

Values from the calculation:
Frontier orbital gap ... 9.51 eV
HOMO ... -8.609 eV
Lowest unoccupied orbital energy ... 0.9027 eV
Total charge ... 0

=====

Which structure is the least stable? The one labeled (Q).

=====

(P)
Below is a structure of composition C4H7NO, with properties calculated with ωB97M-V/def2-TZVPD.

Last column: Löwdin charge in e.
Geometry (Å):
O (0.04911, 1.95346, -0.41049)  0.038
C (0.00438, 0.60000, -0.13049)  -0.464
C (0.67106, -0.63149, -0.80384)  -0.106
N (0.02821, -1.21940, 0.42656)  -0.037
C (0.56374, -0.01231, 1.15516)  -0.108
C (-1.17995, -0.34963, 0.08194)  -0.096
H (-0.28250, 2.12350, -1.29974)  0.103
H (0.24491, -1.14721, -1.66334)  0.106
H (1.76757, -0.61424, -0.83949)  0.113
H (0.05962, 0.19040, 2.10396)  0.115
H (1.65145, -0.05251, 1.26366)  0.113
H (-1.72729, -0.67051, -0.81310)  0.110
H (-1.85031, -0.17007, 0.92920)  0.113

Values from the calculation:
Frontier orbital gap ... 10.37 eV
HOMO ... -9.615 eV
Lowest unoccupied orbital energy ... 0.7595 eV
Total charge ... 0

=====

(Q)
Below is the molecule C4H7NO, with properties calculated with ωB97M-V/def2-TZVPD.

Last column: Löwdin charge in e.
Geometry (Å):
O (-3.06232, -0.11985, 1.01408)  0.052
C (-1.89944, -0.39828, 0.89302)  -0.251
C (-0.73878, 0.53859, 0.58906)  -0.146
N (0.24617, -0.27902, -0.06860)  -0.162
C (0.84743, -0.08068, -1.34084)  -0.134
C (1.66175, -0.18540, -0.09643)  -0.143
H (-1.54008, -1.43605, 0.95154)  0.116
H (-0.36404, 0.96709, 1.52547)  0.131
H (-1.12570, 1.36890, -0.00352)  0.125
H (0.79051, 0.90691, -1.81115)  0.112
H (0.80465, -0.96073, -1.96863)  0.099
H (2.25512, -1.06763, 0.15260)  0.105
H (2.12472, 0.74616, 0.16339)  0.096

Values from the calculation:
SMILES ... O=CCN1CC1
Frontier orbital gap ... 10.27 eV
HOMO ... -9.240 eV
Lowest unoccupied orbital energy ... 1.0258 eV
Total charge ... 0

=====

Which structure is the least stable? The one labeled (P).